Formula: C17H19ClO3
Source: the OMol25 dataset
Level of theory: the ωB97M-V functional and the def2-TZVPD basis

```
40
Properties=species:S:1:pos:R:3:forces:R:3
C -4.045106 -1.032346 0.404693 -0.3155 -0.1871 -0.1272
O -3.188940 -0.044737 0.941074 0.4186 0.0409 0.1016
C -2.144170 0.412267 0.193157 -0.0185 0.0612 -0.1561
C -1.768996 1.731699 0.439257 -0.0151 -0.1699 -0.0682
C -0.754294 2.354667 -0.264717 -0.1258 -0.0798 -0.0525
C -0.404422 3.785184 0.011466 -0.0801 -0.0310 -0.0618
C -0.105677 1.640030 -1.263510 -0.0594 -0.0195 -0.0114
C -0.437313 0.321755 -1.496845 -0.1343 -0.0146 -0.0150
C -1.432077 -0.317687 -0.767528 -0.0846 -0.1933 0.0698
O -1.699531 -1.654301 -1.041975 -0.1583 0.5481 -0.1255
C -1.160590 -2.575299 -0.111680 0.3204 -0.2733 0.1539
C 0.354750 -2.812487 -0.286838 -0.4800 -0.0728 -0.1050
O 1.117220 -2.320631 0.801192 0.4105 0.3466 0.1780
C 1.544542 -1.013821 0.753067 0.0240 0.0997 0.0427
C 2.559275 -0.600112 -0.116059 -0.0735 -0.1593 0.1169
C 3.204564 -1.562745 -1.068648 -0.0600 -0.0091 0.0335
C 2.995501 0.716982 -0.060548 -0.0502 -0.0375 0.0548
C 2.466146 1.613441 0.847428 0.0537 0.0189 0.0522
C 1.483808 1.204410 1.729433 0.0583 -0.0923 -0.0451
C 1.028726 -0.100191 1.674618 0.0991 -0.1113 -0.1192
Cl -0.187571 -0.613122 2.783485 -0.1494 -0.0236 0.2345
H -4.156300 -0.923022 -0.675863 -0.0034 -0.0045 0.0610
H -5.010584 -0.878457 0.888646 0.0529 -0.0440 -0.0482
H -3.694734 -2.043091 0.628568 0.0012 0.0708 -0.0381
H -2.314797 2.263644 1.203659 -0.0856 0.0696 0.1136
H -0.545033 4.021383 1.063157 0.0229 0.0813 0.0948
H 0.626720 3.989014 -0.265368 0.0960 0.0698 0.0060
H -1.048635 4.445091 -0.570199 0.0108 0.1123 -0.0012
H 0.670273 2.109646 -1.848575 0.1157 0.0485 -0.0454
H 0.071329 -0.240688 -2.265546 0.0429 -0.1081 -0.0644
H -1.342521 -2.254086 0.920774 -0.0226 -0.0585 -0.1124
H -1.703315 -3.505269 -0.298723 0.0596 0.0515 0.0481
H 0.672848 -2.369468 -1.234631 0.0122 -0.0605 0.0353
H 0.557242 -3.886413 -0.309619 -0.0071 0.1084 -0.0467
H 2.737668 -1.510345 -2.052894 -0.0150 -0.0755 -0.0874
H 4.257172 -1.316278 -1.188816 0.0521 -0.0162 -0.0321
H 3.122353 -2.581467 -0.697492 0.0301 -0.0760 -0.0535
H 3.778531 1.033317 -0.734162 0.1022 0.0242 -0.0709
H 2.827644 2.629546 0.880919 0.0383 0.1147 0.0079
H 1.068285 1.883973 2.455624 -0.0832 0.0514 0.0828
```
Forces are in eV/Å.

* spin multiplicity: 1
* strongest force on any atom: 0.58 eV/Å
* HOMO-LUMO gap: 9.11 eV
* SMILES string: COc1cc(C)ccc1OCCOc1c(C)cccc1Cl
* ΔE to the lowest compared entry with this formula, charge and spin: 20.3 kJ/mol
* E: -1345.0743 Ha
* E_LUMO: 0.030 Eh

Listed below, in e, are the natural (NBO) charges computed for each atom: atom 1 (C): -0.24, atom 2 (O): -0.51, atom 3 (C): 0.26, atom 4 (C): -0.25, atom 5 (C): 0.01, atom 6 (C): -0.63, atom 7 (C): -0.23, atom 8 (C): -0.25, atom 9 (C): 0.24, atom 10 (O): -0.54, atom 11 (C): -0.11, atom 12 (C): -0.09, atom 13 (O): -0.53, atom 14 (C): 0.33, atom 15 (C): -0.06, atom 16 (C): -0.64, atom 17 (C): -0.21, atom 18 (C): -0.20, atom 19 (C): -0.23, atom 20 (C): -0.09, atom 21 (Cl): 0.02, atom 22 (H): 0.19, atom 23 (H): 0.19, atom 24 (H): 0.17, atom 25 (H): 0.22, atom 26 (H): 0.22, atom 27 (H): 0.21, atom 28 (H): 0.22, atom 29 (H): 0.21, atom 30 (H): 0.22, atom 31 (H): 0.20, atom 32 (H): 0.19, atom 33 (H): 0.19, atom 34 (H): 0.20, atom 35 (H): 0.22, atom 36 (H): 0.22, atom 37 (H): 0.23, atom 38 (H): 0.21, atom 39 (H): 0.22, atom 40 (H): 0.23